# 1
Computed, not measured: C28H28Br2F6N8O5S2Ti as an isolated structure at a distorted geometry, with ωB97M-V/def2-TZVPD.

Calculated values
energy relative to the best compared isomer or geometry (same formula, charge and spin) = 20.9 kcal per mole
HOMO (spin up / spin down) = -5.110 / -5.153 eV
E_tot = -252824.0699 eV

Geometry (Å):
Br: 1.17 0.88 6.74
Br: -5.21 4.88 -6.16
Ti: -0.20 0.26 0.17
S: 1.10 2.29 -2.23
S: 2.98 0.67 -1.21
F: 0.67 1.98 -4.82
F: 3.59 2.77 0.27
F: 4.94 2.39 -1.38
F: -0.33 3.65 -3.87
F: 4.99 1.13 0.38
F: 1.79 3.76 -4.28
O: 3.74 -0.49 -1.55
O: 1.31 3.43 -1.41
O: 1.97 0.52 -0.16
O: -0.05 1.44 -1.97
O: -2.11 0.50 -0.06
N: -1.45 -1.98 0.84
N: -4.43 6.40 -0.32
N: -0.45 2.22 0.87
N: 1.22 -2.74 0.47
N: -0.27 -1.35 -1.62
N: -3.80 5.73 0.52
N: 2.39 1.39 -2.47
N: 0.14 -0.08 2.32
C: 0.80 2.96 -3.92
C: -4.60 5.94 -1.67
C: -1.69 2.71 0.51
C: -1.59 -1.99 -1.65
C: -1.93 -2.70 -0.34
C: -4.26 3.43 -0.24
C: -1.17 4.92 1.35
C: -6.06 5.68 -3.56
C: -3.39 4.39 0.27
C: -2.09 4.04 0.72
C: 0.75 0.48 4.95
C: -4.96 5.32 -4.33
C: 1.19 -3.25 -0.90
C: 4.20 1.83 -0.43
C: 1.36 -0.30 2.80
C: 0.04 4.39 1.77
C: -5.86 6.01 -2.23
C: -3.68 5.30 -3.80
C: -0.54 0.71 4.47
C: 0.38 3.07 1.52
C: -3.50 5.61 -2.46
C: -3.88 2.10 -0.35
C: 0.87 -2.21 -1.96
C: -0.89 -2.84 1.87
C: 0.44 -3.50 1.44
C: -0.79 0.42 3.15
C: -2.58 1.75 -0.01
C: 1.72 -0.03 4.11
H: -1.57 -3.65 2.15
H: -1.43 5.95 1.52
H: -2.20 -1.41 1.21
H: -0.73 -2.24 2.76
H: -7.04 5.71 -4.00
H: -1.65 -2.72 -2.47
H: -6.70 6.31 -1.61
H: 0.23 -4.50 1.04
H: 0.46 -4.06 -0.96
H: -3.01 -2.86 -0.30
H: 2.15 -3.71 -1.17
H: 2.09 -0.69 2.09
H: -5.26 3.72 -0.52
H: 0.69 -2.73 -2.91
H: -1.49 -3.70 -0.33
H: 2.17 -2.60 0.77
H: 1.03 -3.66 2.34
H: -2.84 5.04 -4.42
H: -4.56 1.35 -0.72
H: -1.77 0.61 2.72
H: 1.74 -1.56 -2.11
H: 1.34 2.67 1.81
H: -1.31 1.11 5.10
H: 0.75 5.02 2.28
H: -0.29 -0.63 -2.33
H: -2.51 5.59 -2.03
H: -2.31 -1.21 -1.83
H: 2.73 -0.21 4.45


# 2
Computed, not measured: C20H24Cl5IrN2O2S as an isolated structure at a distorted geometry, with ωB97M-V/def2-TZVPD.

Calculated values
multiplicity = 5
HOMO (spin up / spin down) = -13.975 / -13.973 eV
E_tot = -104471.2780 eV
total charge = +2

Geometry (Å):
Ir: 1.94 -0.45 -1.42
Cl: 0.82 5.43 -4.16
Cl: 4.44 2.18 -1.86
Cl: -0.44 0.37 -2.70
Cl: -1.30 3.13 -4.03
Cl: 3.69 4.97 -3.04
S: 2.42 -2.87 0.82
O: 2.91 -2.10 -0.40
O: -2.13 1.38 3.55
N: -2.99 1.66 1.49
N: 1.21 0.46 0.56
C: 2.10 1.25 1.16
C: 0.67 1.69 -2.88
C: 3.36 -5.38 -0.19
C: 0.81 -3.61 0.27
C: -3.41 0.65 -0.73
C: 0.28 2.90 -3.43
C: 0.40 2.23 2.51
C: 1.74 2.14 2.15
C: 1.24 3.93 -3.49
C: 2.87 2.46 -2.46
C: -0.08 0.55 0.88
C: 0.60 -3.54 -1.23
C: -4.81 0.32 2.54
C: 2.53 3.71 -2.99
C: -2.86 1.84 0.06
C: -1.96 1.48 2.36
C: -4.32 1.69 2.07
C: 3.53 -4.34 0.90
C: -0.54 1.44 1.84
C: 1.94 1.41 -2.38
H: -4.48 0.54 -0.58
H: -1.82 2.02 -0.19
H: -2.92 -0.28 -0.42
H: 4.11 -6.15 -0.04
H: -5.80 0.43 2.98
H: 2.49 2.75 2.63
H: -5.01 2.11 1.34
H: 4.53 -3.92 0.89
H: -0.74 -0.14 0.38
H: 0.08 2.88 3.31
H: 2.39 -5.86 -0.16
H: 3.33 -4.77 1.89
H: -4.87 -0.37 1.70
H: 0.05 -3.04 0.80
H: 3.52 -4.95 -1.17
H: 0.78 -2.51 -1.61
H: -3.43 2.73 -0.22
H: 1.27 -4.21 -1.76
H: 3.13 1.14 0.84
H: -4.28 2.34 2.95
H: -3.23 0.81 -1.78
H: -4.15 -0.09 3.30
H: 0.78 -4.63 0.64
H: -0.42 -3.81 -1.48


# 3
Computed, not measured: a 10-piece molecular cluster, C49H125N7O16 overall at a distorted geometry, with ωB97M-V/def2-TZVPD.

Calculated values
SMILES = COC[C@H](C)N.COCCNCCOC.COCCNCCOC.COCCNCCOC.COCCNCCOC.COCCNCCOC.COCCNCCOC.CC(C)O.CC(C)O.CC(C)O
energy relative to the best compared isomer or geometry (same formula, charge and spin) = 40.8 kcal per mole
HOMO = -8.268 eV
E_tot = -96019.6892 eV

Geometry (Å):
O: -5.18 -0.14 -3.22
O: 4.95 -1.27 0.96
O: 0.83 2.01 4.31
O: 3.36 0.92 -6.72
O: -2.43 1.45 0.57
O: 1.08 -3.17 2.81
O: -0.49 5.06 -0.80
O: -1.51 1.26 8.37
O: 4.82 2.17 -1.28
O: -4.36 3.91 -3.28
O: -0.06 -7.66 4.52
O: -3.54 -3.45 2.07
O: 5.68 -2.68 -6.37
O: -5.10 5.27 0.20
O: 0.10 -2.47 -1.19
O: 3.37 -3.28 -2.34
N: 0.78 0.85 6.92
N: 5.00 -1.13 -3.95
N: -2.52 5.84 1.06
N: 3.12 0.71 0.33
N: 0.03 0.33 -0.38
N: 0.79 -5.05 5.24
N: -3.13 1.35 -4.09
C: -5.92 -1.11 -2.51
C: -1.19 5.38 1.45
C: -3.55 5.56 2.04
C: -0.65 -3.00 -2.26
C: 1.96 1.11 -6.70
C: -5.19 -1.67 1.84
C: -3.75 -2.10 1.55
C: -3.69 0.36 -4.92
C: -0.09 -5.87 6.06
C: 0.30 -3.69 5.10
C: 2.84 -0.29 1.33
C: 4.05 2.83 -0.26
C: -6.14 5.99 -0.46
C: 5.55 -3.33 -5.08
C: -0.02 -2.56 -3.63
C: 1.80 1.10 4.72
C: 0.26 1.78 3.03
C: -2.87 2.63 -4.71
C: 5.20 3.01 -2.38
C: -0.41 0.65 9.04
C: 0.24 -7.35 5.82
C: 3.34 -1.91 -2.14
C: -2.71 1.13 9.08
C: -3.99 3.63 -4.63
C: 3.61 -1.19 -3.48
C: -3.87 1.55 0.58
C: 4.04 -0.91 2.01
C: -3.39 -2.18 0.09
C: -0.03 -9.03 4.22
C: -4.16 -0.71 -4.01
C: -3.52 4.83 -2.68
C: -0.15 5.75 0.45
C: 3.07 -4.13 -1.20
C: 1.16 -2.84 4.20
C: 4.51 -2.71 -7.12
C: -0.14 -2.77 2.20
C: 0.50 5.35 -1.75
C: -0.06 1.88 -2.26
C: -0.75 -4.45 -2.09
C: -4.83 5.97 1.44
C: 6.00 -2.06 1.46
C: -2.03 1.55 -0.79
C: 0.83 1.20 8.35
C: 2.02 1.05 6.18
C: -0.51 1.60 -0.83
C: 5.80 -2.35 -3.99
C: 1.27 -0.04 -7.41
C: 1.31 1.55 -5.43
C: 3.86 1.84 0.84
H: 1.44 -1.01 -6.90
H: -4.88 3.22 -5.10
H: 6.86 -2.08 -4.16
H: 2.20 -3.01 4.55
H: 0.25 1.81 -5.64
H: -6.33 5.47 -1.36
H: 1.42 0.63 -4.81
H: -0.23 2.31 -0.10
H: 0.12 0.72 2.89
H: -0.28 -1.68 2.12
H: 3.08 -1.69 -4.28
H: -0.68 2.34 2.97
H: 2.76 1.31 4.29
H: 5.56 -2.91 2.03
H: -0.38 0.96 10.11
H: 4.52 -3.72 -5.00
H: 1.02 1.83 -2.26
H: -5.33 -0.62 1.57
H: -4.12 -2.68 -0.49
H: -5.73 5.84 2.04
H: -0.08 1.12 6.47
H: 0.91 -1.82 4.38
H: 4.83 1.58 1.33
H: -0.40 -0.39 8.99
H: -4.17 2.63 0.73
H: 3.63 0.38 -0.47
H: -1.26 -4.93 -2.91
H: -3.19 -1.22 -0.36
H: -6.60 -0.51 -1.87
H: 1.07 0.30 -0.31
H: -3.80 1.54 -3.32
H: 1.80 0.87 8.70
H: 0.81 6.38 -1.81
H: -5.44 -1.78 2.87
H: 0.74 2.32 8.52
H: 0.09 5.14 -2.78
H: 0.19 0.18 -7.34
H: -0.73 -3.59 4.82
H: -2.44 4.57 -2.60
H: -0.36 -8.04 6.48
H: -0.08 6.83 0.27
H: -4.86 7.03 1.19
H: -6.45 -1.71 -3.29
H: 3.27 2.31 1.66
H: 3.71 -2.08 -6.81
H: -1.61 -2.58 -2.20
H: 1.40 4.75 -1.60
H: 0.31 -4.79 -2.08
H: 2.45 1.90 6.66
H: -5.32 -1.81 -1.91
H: -3.57 4.47 2.31
H: 4.36 3.63 -2.77
H: 0.28 -1.52 -1.15
H: 0.86 5.34 0.83
H: 0.24 -5.68 7.08
H: 0.91 2.09 2.19
H: -2.44 -2.68 -0.03
H: 6.52 -2.46 0.63
H: 4.05 -3.70 -7.23
H: -2.76 5.41 0.14
H: 5.51 2.30 -3.19
H: -3.69 4.53 -5.19
H: -1.20 4.27 1.65
H: 3.76 -1.80 2.63
H: -7.05 6.15 0.22
H: 5.47 -0.41 -3.38
H: 0.02 -9.06 3.15
H: 6.35 -4.02 -5.02
H: -0.82 5.85 2.35
H: 2.24 -1.08 0.89
H: 1.48 0.08 4.44
H: -2.67 1.21 10.20
H: -0.38 0.24 0.56
H: 2.09 -3.85 -0.84
H: 1.35 -7.55 6.04
H: -3.46 1.76 8.64
H: -2.62 2.49 -5.75
H: 1.59 -0.05 -8.47
H: 4.53 3.72 0.15
H: -3.04 -1.35 1.99
H: -3.13 0.14 8.85
H: -3.75 5.79 -3.11
H: -0.93 -9.53 4.63
H: 3.29 -0.10 -3.49
H: -3.84 4.87 -1.66
H: 0.85 -5.57 4.38
H: -4.01 -3.60 2.88
H: -3.01 -0.20 -5.59
H: 1.96 1.98 -7.38
H: -4.60 0.59 -5.45
H: 2.74 0.23 6.37
H: -3.24 6.12 2.86
H: -2.51 0.71 -1.33
H: -0.11 -1.44 -3.67
H: -0.08 -3.09 1.12
H: 1.05 -2.93 -3.60
H: 3.74 0.32 -6.01
H: -4.59 -1.46 -4.66
H: -4.22 0.97 1.44
H: -5.71 7.00 -0.76
H: 6.01 3.63 -2.05
H: 2.31 -1.62 -1.82
H: 6.67 -1.53 2.14
H: -1.91 2.98 -4.29
H: -4.32 1.10 -0.33
H: 1.95 2.29 -4.85
H: -1.17 -4.80 -1.14
H: 4.51 -0.16 2.70
H: -1.11 -3.17 2.57
H: -1.10 -5.61 5.82
H: -0.29 2.87 -2.59
H: 3.14 -5.19 -1.48
H: 3.14 3.10 -0.74
H: -0.39 1.07 -2.91
H: 0.35 -3.18 6.10
H: -5.92 -2.30 1.26
H: 5.86 -2.88 -3.05
H: 2.26 0.18 2.11
H: -0.56 -2.96 -4.48
H: -3.36 -1.13 -3.44
H: 4.82 -2.52 -8.14
H: -2.46 2.48 -1.23
H: 3.68 -4.12 -0.28
H: 4.06 -1.64 -1.37
H: 0.86 -9.51 4.59


# 4
Computed, not measured: a 2-piece molecular cluster, C3H9N2O overall at a distorted geometry, with ωB97M-V/def2-TZVPD.

Calculated values
energy relative to the best compared isomer or geometry (same formula, charge and spin) = 32.1 kcal per mole
HOMO = -2.710 eV
E_tot = -8283.5480 eV
total charge = -1

Geometry (Å):
O: 0.81 -1.20 0.48
N: -1.23 -2.22 -0.02
N: 0.65 2.48 -0.45
C: -0.36 -1.56 1.01
C: 1.00 1.96 0.65
C: 0.19 1.57 -1.50
H: -0.70 2.02 -1.95
H: 0.99 1.39 -2.21
H: -1.74 -3.04 0.30
H: 1.36 2.61 1.45
H: 0.92 0.86 0.79
H: -0.57 -2.52 -0.72
H: -0.30 -2.27 1.87
H: -0.92 -0.66 1.39
H: -0.10 0.59 -1.10


# 5
Computed, not measured: a 2-piece molecular cluster, C13H11NO overall at a distorted geometry, with ωB97M-V/def2-TZVPD.

Calculated values
energy relative to the best compared isomer or geometry (same formula, charge and spin) = 40.7 kcal per mole
HOMO = -8.470 eV
E_tot = -17191.7815 eV

Geometry (Å):
O: 2.24 -0.61 -1.28
N: 1.00 2.49 -1.80
C: 0.45 1.95 -0.98
C: -2.85 -0.47 -1.58
C: 1.81 -0.29 -0.09
C: 2.70 -0.65 0.89
C: -2.98 -0.93 0.76
C: -1.13 0.37 -0.10
C: -1.66 0.18 -1.36
C: -1.81 -0.23 1.00
C: 0.06 1.26 0.13
C: 3.40 -1.29 -1.14
C: 3.64 -1.46 0.24
C: -3.52 -1.03 -0.54
C: 0.37 1.77 1.46
H: 0.81 2.72 1.43
H: -1.47 -0.15 2.12
H: -4.42 -1.57 -0.86
H: -0.68 1.84 2.02
H: -3.28 -0.43 -2.53
H: -3.48 -1.20 1.67
H: 3.94 -1.75 -1.95
H: -1.16 0.82 -2.12
H: 2.57 -0.42 1.87
H: 4.42 -2.03 0.67
H: 1.01 1.10 2.05


# 6
Computed, not measured: the molecule C15H19N3O3, with ωB97M-V/def2-TZVPD.

Calculated values
SMILES = COc1ccc(N2CCN([C@@H]3CC(=O)NC3=O)CC2)cc1
energy relative to the best compared isomer or geometry (same formula, charge and spin) = 29.0 kcal per mole
HOMO = -7.511 eV
E_tot = -26476.3643 eV

Geometry (Å):
O: -3.49 4.65 0.99
O: 4.79 -4.85 -0.54
O: 1.26 -3.49 1.96
N: 0.90 -2.33 -0.92
N: 3.04 -4.39 0.85
N: -0.61 0.07 -0.36
C: -2.71 3.58 0.65
C: -3.32 2.33 0.71
C: 0.66 0.16 -1.03
C: -0.65 -1.06 0.56
C: -0.67 2.50 -0.04
C: -1.38 3.65 0.27
C: 2.11 -2.47 -0.12
C: 3.83 -4.19 -0.26
C: -0.38 -2.35 -0.21
C: 2.02 -3.48 1.03
C: -2.62 1.19 0.39
C: 0.93 -1.16 -1.77
C: 3.25 -3.00 -0.99
C: -2.92 5.93 0.96
C: -1.27 1.25 0.01
H: 0.16 -1.30 -2.53
H: 1.90 -1.10 -2.27
H: 2.40 -1.52 0.37
H: -1.15 -2.48 -0.98
H: -0.86 4.60 0.21
H: 0.62 0.96 -1.77
H: 0.11 -0.94 1.35
H: -0.42 -3.20 0.46
H: 0.37 2.60 -0.32
H: 1.49 0.38 -0.33
H: -2.58 6.20 -0.05
H: -3.71 6.62 1.26
H: -3.13 0.24 0.41
H: 4.04 -2.27 -1.18
H: 3.20 -5.14 1.51
H: 2.87 -3.34 -1.95
H: -4.36 2.28 0.99
H: -1.62 -1.11 1.04
H: -2.09 6.02 1.66


# 7
Computed, not measured: C31H24GaN3O2 as an isolated structure at a distorted geometry, with ωB97M-V/def2-TZVPD.

Calculated values
HOMO = -13.520 eV
E_tot = -93462.5121 eV
total charge = +2

Geometry (Å):
Ga: 1.22 -0.51 -0.54
O: 3.51 2.28 -2.70
O: 3.49 -2.66 2.28
N: 1.78 -1.80 1.15
N: 3.33 -0.41 -0.43
N: 1.80 1.15 -1.83
C: 1.15 2.15 -2.68
C: 0.01 2.92 -2.03
C: -1.61 -2.14 4.71
C: -3.89 -2.26 -2.00
C: -0.74 -0.97 2.37
C: 5.37 0.37 -1.34
C: -3.72 -0.31 -0.56
C: -1.88 -0.50 2.99
C: -1.70 -1.28 -1.31
C: 6.06 -0.54 -0.54
C: -1.60 4.71 -2.16
C: -5.87 -1.22 -1.10
C: 2.35 3.03 -3.12
C: -0.53 4.02 -2.70
C: 5.36 -1.33 0.37
C: 3.08 1.30 -1.96
C: 2.34 -3.06 3.04
C: -0.47 -2.62 4.08
C: -1.64 3.19 -0.30
C: 1.14 -2.65 2.16
C: -3.11 -1.32 -1.33
C: -0.03 -2.03 2.90
C: 3.98 -1.23 0.39
C: -5.09 -0.27 -0.45
C: 3.99 0.40 -1.25
C: -0.50 -1.10 -1.18
C: -5.27 -2.20 -1.87
C: -0.56 2.52 -0.83
C: -2.16 4.29 -0.97
C: -2.32 -1.09 4.17
C: 3.06 -1.93 1.30
H: -3.21 -0.73 4.65
H: 2.41 -4.13 3.24
H: -2.01 5.56 -2.68
H: -5.89 -2.93 -2.37
H: -0.41 -0.50 1.43
H: -0.14 1.66 -0.29
H: 7.14 -0.62 -0.61
H: -2.44 0.32 2.56
H: -3.10 0.43 -0.08
H: 0.06 -3.46 4.51
H: -6.95 -1.18 -1.00
H: -2.08 2.87 0.63
H: 2.42 3.19 -4.20
H: -3.43 -3.01 -2.61
H: 5.87 -2.02 1.04
H: -1.95 -2.60 5.63
H: 0.74 -3.52 1.62
H: 0.73 1.62 -3.54
H: -0.12 4.34 -3.65
H: 5.89 1.03 -2.02
H: 2.37 4.00 -2.61
H: 2.36 -2.51 3.99
H: -3.00 4.81 -0.55
H: -5.55 0.51 0.14